1.
{
  "formula": "C4H6N2O",
  "method": "the ωB97M-V functional and the def2-TZVPD basis",
  "symbols": ["H", "N", "C", "C", "N", "H", "C", "C", "O", "H", "H", "H", "H"],
  "xyz": [[2.344233, -0.823718, -0.193962], [1.497161, -1.366760, -0.003831], [0.436938, -0.630381, -0.151339], [-0.916768, -1.276813, -0.098282], [-1.615985, -1.229195, 0.981945], [-2.493067, -1.744976, 0.849216], [0.468436, 0.722609, -0.712432], [0.273010, 1.683977, 0.485720], [-0.709417, 1.500034, -0.552278], [-1.238786, -1.778349, -1.023419], [1.136772, 0.952123, -1.533707], [-0.029859, 1.389865, 1.484344], [0.847331, 2.601585, 0.468024]],
  "atomic_forces_ev_per_a": [[-0.110, 0.035, -0.024], [-1.727, 1.084, 0.199], [1.477, -2.676, -1.609], [-0.749, -0.017, 1.998], [0.703, -0.322, -1.532], [0.171, 0.202, 0.032], [-0.311, 1.576, 2.940], [-0.001, 0.054, -1.969], [0.621, 0.163, 0.173], [0.097, 0.152, 0.189], [-0.007, 0.145, 0.069], [0.025, -0.616, -0.205], [-0.188, 0.220, -0.260]],
  "mulliken_charge": [0.24, -0.67, 0.27, 0.02, -0.57, 0.25, -0.08, -0.41, -0.40, 0.35, 0.46, 0.28, 0.27],
  "lumo_energy_ev": 0.8,
  "homo_energy_ev": -9.989,
  "smiles": "[H]/N=C(/C=N/[H])[C@@H]1CO1",
  "fmax_ha_per_bohr": 0.067,
  "energy_ev": -9269.995
}

2.
{
  "formula": "C4H6N2O",
  "method": "the ωB97M-V functional and the def2-TZVPD basis",
  "symbols": ["N", "C", "N", "C", "O", "C", "C", "H", "H", "H", "H", "H", "H"],
  "xyz": [[0.587509, 2.072265, 0.733697], [0.279728, 0.863399, 0.190230], [0.493869, 0.541837, -1.045517], [0.162381, -0.821369, -1.116824], [0.303672, -1.386865, -2.331251], [-0.267969, -1.369484, 0.037568], [-0.420735, -0.208667, 0.972207], [0.090410, 2.370314, 1.559702], [0.826538, 2.796276, 0.074213], [0.037367, -2.312295, -2.252332], [-0.488331, -2.407338, 0.252138], [-0.161948, -0.342071, 2.026425], [-1.442491, 0.203996, 0.899744]],
  "atomic_forces_ev_per_a": [[-0.079, 0.109, -0.166], [0.041, 0.034, -0.065], [0.127, -0.066, 0.283], [0.005, -0.073, 0.145], [0.140, -0.161, 0.071], [-0.121, 0.015, -0.145], [-0.039, 0.149, 0.024], [0.142, -0.111, -0.144], [-0.030, 0.032, 0.044], [0.036, 0.145, -0.106], [-0.169, 0.219, -0.117], [0.120, 0.129, -0.231], [-0.173, -0.421, 0.407]],
  "mulliken_charge": [-0.44, 0.44, -0.63, 0.35, -0.49, -0.64, -0.36, 0.24, 0.26, 0.33, 0.35, 0.39, 0.21],
  "lumo_energy_ev": 0.9,
  "homo_energy_ev": -7.803,
  "smiles": "NC1=NC(O)=CC1",
  "fmax_ha_per_bohr": 0.012,
  "energy_ev": -9272.465
}

3.
{
  "formula": "C4H6N2O",
  "method": "the ωB97M-V functional and the def2-TZVPD basis",
  "symbols": ["C", "N", "C", "N", "C", "C", "O", "H", "H", "H", "H", "H", "H"],
  "xyz": [[0.893804, 0.929012, -0.389217], [1.628662, 0.699302, 0.619235], [1.101599, -0.491953, 1.277490], [0.111752, -1.071104, 0.363941], [-0.228113, -0.045941, -0.562138], [-1.574233, 0.339112, -0.998068], [-0.679381, -0.370835, -1.857569], [1.059888, 1.767889, -1.063856], [0.666219, -0.180923, 2.238926], [1.922387, -1.186057, 1.485723], [-0.674496, -1.521935, 0.811875], [-1.798039, 1.367186, -1.289009], [-2.430054, -0.233754, -0.637328]],
  "atomic_forces_ev_per_a": [[0.128, 0.019, 0.156], [-0.276, -0.017, -0.324], [0.133, -0.067, 0.179], [-0.159, 0.029, -0.002], [0.096, 0.157, 0.207], [-0.252, 0.152, 0.121], [0.109, -0.140, -0.201], [-0.032, -0.117, 0.114], [0.060, -0.065, -0.119], [-0.111, 0.083, -0.060], [0.087, 0.101, -0.022], [0.063, -0.177, 0.022], [0.155, 0.043, -0.071]],
  "mulliken_charge": [-0.36, -0.51, -0.34, -0.34, 0.93, -0.55, -0.48, 0.39, 0.29, 0.27, 0.26, 0.22, 0.23],
  "lumo_energy_ev": 0.9,
  "homo_energy_ev": -9.214,
  "smiles": "C1=NCN[C@@]12CO2",
  "fmax_ha_per_bohr": 0.008,
  "energy_ev": -9271.126
}

4.
{
  "formula": "C4H6N2O",
  "method": "the ωB97M-V functional and the def2-TZVPD basis",
  "symbols": ["C", "C", "N", "C", "N", "C", "O", "H", "H", "H", "H", "H", "H"],
  "xyz": [[-1.302703, -2.137118, 0.144211], [-0.570159, -1.176523, -0.329017], [0.021527, -0.318395, -0.967050], [0.446561, 0.989024, -0.532572], [-0.406857, 1.696882, 0.362594], [1.777912, 0.531714, 0.159864], [2.861565, 0.569093, -0.334705], [-2.366851, -2.164886, -0.013571], [-0.860363, -2.961922, 0.673637], [0.689899, 1.582702, -1.416725], [-1.212411, 2.098699, -0.099331], [-0.667748, 1.143610, 1.171388], [1.589628, 0.147120, 1.181279]],
  "atomic_forces_ev_per_a": [[-0.181, -0.670, 0.495], [0.253, 1.194, -0.966], [-0.807, -1.223, -0.421], [1.193, -0.360, 0.460], [0.278, 0.197, 0.161], [-0.558, 1.123, -0.080], [0.010, -0.063, -0.027], [-0.129, 0.161, -0.120], [0.147, -0.050, 0.184], [-0.104, -0.053, 0.211], [0.014, -0.167, 0.160], [-0.170, 0.088, -0.155], [0.055, -0.177, 0.099]],
  "mulliken_charge": [-1.12, 0.77, -0.36, 0.09, -0.60, -0.03, -0.44, 0.25, 0.25, 0.38, 0.25, 0.25, 0.31],
  "lumo_energy_ev": 0.8,
  "homo_energy_ev": -8.907,
  "smiles": "C=C=N[C@@H](N)C=O",
  "fmax_ha_per_bohr": 0.030,
  "energy_ev": -9270.820
}

5.
{
  "formula": "C4H6N2O",
  "method": "the ωB97M-V functional and the def2-TZVPD basis",
  "symbols": ["H", "N", "C", "O", "N", "C", "C", "C", "H", "H", "H", "H", "H"],
  "xyz": [[1.545198, -0.206105, 2.901678], [1.186795, 0.012646, 1.973382], [1.242047, -1.012877, 1.240707], [1.703675, -2.217758, 1.630463], [0.840285, -1.039686, -0.126162], [0.263055, -0.057712, -0.606491], [-0.339318, 0.938420, -1.194250], [-1.834755, 1.118358, -1.257681], [1.662411, -2.808561, 0.864018], [0.304705, 1.704715, -1.619475], [-2.158581, 1.915562, -0.579669], [-2.361036, 0.201295, -0.980969], [-2.141916, 1.395494, -2.271121]],
  "atomic_forces_ev_per_a": [[-0.031, 0.037, -0.053], [0.055, -0.375, -0.136], [-0.047, 0.352, 0.190], [-0.021, -0.064, -0.123], [-0.231, 0.411, -0.219], [0.064, -0.080, 0.020], [0.155, -0.182, 0.126], [-0.106, -0.015, 0.013], [0.005, 0.065, 0.107], [-0.040, -0.114, 0.056], [0.054, -0.106, -0.105], [0.092, 0.130, -0.019], [0.052, -0.059, 0.144]],
  "mulliken_charge": [0.25, -0.63, 0.65, -0.50, -0.50, 0.57, -0.43, -0.99, 0.38, 0.32, 0.27, 0.31, 0.30],
  "lumo_energy_ev": 0.6,
  "homo_energy_ev": -9.205,
  "smiles": "[H]/N=C(\\O)N=C=CC",
  "fmax_ha_per_bohr": 0.010,
  "energy_ev": -9271.547
}

6.
{
  "formula": "C4H6N2O",
  "method": "the ωB97M-V functional and the def2-TZVPD basis",
  "symbols": ["C", "C", "N", "C", "C", "N", "H", "H", "H", "H", "O", "H", "H"],
  "xyz": [[0.753773, 2.256807, 0.506747], [0.716259, 1.100892, -0.358009], [0.000000, 0.000000, 0.000000], [-0.624182, 0.082872, 1.195491], [-0.676107, 1.274193, 1.967272], [0.006625, 2.393663, 1.635151], [1.068320, 3.269853, 0.223214], [1.213156, 0.992726, -1.331151], [-1.092615, -0.876419, 1.452267], [-1.176571, 1.334562, 2.942717], [-1.056756, -1.504875, -5.500203], [-1.169600, -2.432315, -5.191382], [-0.126547, -1.278997, -5.272278]],
  "atomic_forces_ev_per_a": [[-1.636, 0.458, -0.756], [-0.791, 0.061, 1.448], [0.781, 1.684, 0.828], [0.071, 0.258, -0.542], [0.848, -0.358, 0.210], [0.124, -2.271, -1.137], [0.885, -0.870, -0.424], [-0.038, 0.559, 0.577], [-0.156, 0.765, 0.393], [-0.087, -0.288, -0.598], [0.845, -0.717, 0.533], [0.162, 1.009, -0.310], [-1.009, -0.291, -0.222]],
  "mulliken_charge": [-0.16, -0.10, -0.50, -0.06, -0.14, -0.50, 0.35, 0.37, 0.37, 0.37, -0.65, 0.33, 0.32],
  "lumo_energy_ev": 0.3,
  "homo_energy_ev": -9.780,
  "smiles": "c1cnccn1.O",
  "fmax_ha_per_bohr": 0.049,
  "energy_ev": -9271.855
}

7.
{
  "formula": "C4H6N2O",
  "method": "the ωB97M-V functional and the def2-TZVPD basis",
  "symbols": ["O", "C", "C", "N", "C", "C", "N", "H", "H", "H", "H", "H", "H"],
  "xyz": [[-2.161869, 1.134403, -0.284292], [-1.066865, 0.434906, -0.087273], [-0.253128, 0.533331, 1.109085], [1.138911, 0.917211, 0.630794], [0.804913, -0.485721, 0.771829], [0.634943, -0.963708, -0.665561], [-0.715680, -0.466906, -0.985508], [-2.238409, 1.669983, 0.526537], [1.706123, 1.286392, 1.383755], [1.246206, -1.136869, 1.529611], [1.354859, -0.300726, -1.150232], [0.728863, -2.024496, -0.903366], [-1.178867, -0.597802, -1.875380]],
  "atomic_forces_ev_per_a": [[0.192, 0.062, 0.197], [-0.038, -0.152, -0.164], [-0.217, -0.112, -0.012], [0.079, 0.271, 0.314], [0.334, -0.046, -0.082], [0.105, 0.003, -0.010], [-0.053, 0.290, 0.166], [-0.105, 0.008, -0.084], [-0.327, -0.043, 0.343], [-0.058, 0.295, -0.197], [0.031, -0.819, -0.794], [0.037, 0.151, 0.160], [0.019, 0.092, 0.161]],
  "mulliken_charge": [-0.42, 0.69, -0.88, -0.49, -0.09, -0.53, -0.13, 0.35, 0.22, 0.44, 0.26, 0.36, 0.22],
  "lumo_energy_ev": 0.8,
  "homo_energy_ev": -7.395,
  "smiles": "OC1=C2N[C@@H]2CN1",
  "fmax_ha_per_bohr": 0.022,
  "energy_ev": -9269.458
}

8.
{
  "formula": "C4H6N2O",
  "method": "the ωB97M-V functional and the def2-TZVPD basis",
  "symbols": ["C", "C", "N", "O", "C", "C", "N", "H", "H", "H", "H", "H", "H"],
  "xyz": [[-1.853347, -0.145924, 0.230766], [-0.437734, 0.083884, -0.307902], [-0.329079, -0.422695, -1.686682], [0.816905, -0.620948, -2.018521], [0.323178, 1.285027, 0.127776], [0.961220, 0.178842, 0.337707], [1.993932, -0.641270, 0.684077], [-2.340935, -1.012064, -0.228445], [-1.863603, -0.271659, 1.316258], [-2.483003, 0.728247, 0.002303], [0.169465, 2.345262, 0.239380], [2.642928, -0.377758, 1.407567], [2.400071, -1.128950, -0.104283]],
  "atomic_forces_ev_per_a": [[0.093, -0.102, 0.054], [-0.024, -0.146, 0.088], [0.487, 0.226, -0.251], [-0.591, 0.095, -0.088], [0.302, -0.023, 0.083], [-0.538, 0.011, -0.070], [-0.247, -0.158, 0.143], [0.204, 0.058, 0.107], [0.115, -0.030, -0.119], [0.246, -0.192, 0.023], [0.155, -0.024, -0.059], [-0.037, 0.320, -0.168], [-0.167, -0.034, 0.258]],
  "mulliken_charge": [-1.17, 0.57, -0.10, -0.35, -0.46, 0.14, -0.48, 0.38, 0.33, 0.25, 0.40, 0.23, 0.24],
  "lumo_energy_ev": 0.3,
  "homo_energy_ev": -8.675,
  "smiles": "C[C@@]1(N=O)C=C1N",
  "fmax_ha_per_bohr": 0.012,
  "energy_ev": -9268.118
}